A structure of composition C26H36MnN6SSi, computed with ωB97M-V/def2-TZVPD.

Calculated values
energy: -86506.048 eV
E_HOMO (spin up / spin down): -14.04 / -14.08 eV
net charge: +2
gap between HOMO and LUMO (spin up / spin down): 7.65 / 7.83 eV
spin multiplicity: 4
relative energy (zero: lowest compared OMol25 entry of this formula, charge and spin): 13.00 kcal/mol
F_max: 0.61 eV/A
LUMO level (spin up / spin down): -6.392 / -6.248 eV

XYZ file:
```
71
Properties=species:S:1:pos:R:3:forces:R:3
Mn -0.7653 1.2663 0.0222 0.5 0.2 0.2
C 3.0794 -0.8081 3.3256 0.0 0.0 0.0
C 1.6470 -1.2187 3.0651 0.0 0.0 0.0
N 1.0957 -0.3626 2.0149 -0.1 0.0 0.0
C 1.8095 0.2383 1.0394 0.2 0.0 0.1
N 1.1604 0.9859 0.1429 -0.3 0.0 -0.1
C 1.9244 1.5362 -0.9818 0.0 0.0 0.0
C 3.3154 1.9474 -0.5475 0.0 0.0 0.0
C 4.0014 0.7374 0.0456 0.0 0.0 0.0
N 3.1426 0.0974 1.0460 0.0 0.0 0.0
C 3.8169 -0.7891 2.0031 0.0 0.0 0.0
H 3.5554 -1.5092 4.0088 0.0 0.0 0.0
H 3.1112 0.1820 3.7840 0.0 0.0 0.0
H 1.0276 -1.1014 3.9530 0.0 0.0 0.0
H 1.6028 -2.2649 2.7516 0.0 0.0 0.0
H 0.0953 -0.3371 1.9215 0.0 0.0 0.0
H 1.3797 2.3969 -1.3774 0.0 0.0 0.0
H 1.9851 0.7998 -1.7907 0.0 0.0 0.0
H 3.2497 2.7405 0.2012 0.0 0.0 0.0
H 3.8916 2.3272 -1.3900 0.0 0.0 0.0
H 4.9253 1.0226 0.5476 0.0 0.0 0.0
H 4.2575 0.0115 -0.7320 0.0 0.0 0.0
H 4.8310 -0.4135 2.1264 0.0 0.0 0.0
H 3.8828 -1.7952 1.5800 0.0 0.0 0.0
C -1.2364 3.6857 -1.1410 -0.1 0.1 0.0
C -1.7467 5.1542 -1.0782 0.1 0.0 0.0
N -1.7359 5.6073 0.3019 0.0 -0.1 0.0
C -0.3759 5.5802 0.8307 0.0 0.0 0.0
C 0.2151 4.1434 0.7534 0.0 -0.1 0.0
N -0.8394 3.2423 0.2299 -0.1 0.0 -0.2
C -2.0340 3.3108 1.1278 0.0 0.1 -0.1
C -2.6070 4.7605 1.0963 0.0 0.0 0.1
H -0.3645 3.5901 -1.7884 0.0 0.0 0.0
H -2.0224 3.0102 -1.5021 0.0 0.0 0.0
H -2.7588 5.2271 -1.4723 0.0 0.0 0.0
H -1.1059 5.8038 -1.6728 0.0 0.0 0.0
H -0.3973 5.9324 1.8611 0.0 0.0 0.0
H 0.2340 6.2758 0.2563 0.0 0.0 0.0
H 0.5234 3.7656 1.7282 0.0 0.0 0.0
H 1.0689 4.0764 0.0793 0.0 0.1 0.0
H -1.7150 3.0316 2.1339 0.0 0.0 0.0
H -2.7805 2.5828 0.7731 0.0 0.0 0.0
H -2.6691 5.1534 2.1100 0.0 0.0 0.0
H -3.6075 4.7733 0.6678 0.0 0.0 0.0
S -1.5212 -0.8935 -0.1545 -0.4 -0.4 -0.1
C -3.0824 -0.2598 -0.4169 0.2 0.0 0.1
N -4.0365 0.3701 -0.5678 0.0 0.0 0.0
C -4.6440 -4.2472 -3.4681 0.0 0.0 0.0
C -4.9047 -4.5954 -2.1522 0.0 0.0 0.0
C -3.9950 -4.2641 -1.1588 0.0 0.0 0.0
C -2.8106 -3.5926 -1.4846 -0.1 0.0 -0.1
C -2.5614 -3.2450 -2.8198 0.0 0.0 0.0
C -3.4750 -3.5707 -3.8042 0.0 0.0 0.0
Si -1.6514 -3.2495 -0.1323 0.0 0.0 0.2
C 0.1544 -3.5607 -0.2070 0.1 0.1 -0.1
C 0.9213 -3.2229 -1.3300 0.1 -0.1 0.0
C 2.2738 -3.5199 -1.3696 0.0 0.0 0.0
C 2.8724 -4.1692 -0.2953 0.0 0.0 0.0
C 2.1254 -4.5106 0.8231 0.0 0.0 0.0
C 0.7732 -4.1999 0.8719 0.0 -0.1 0.0
H -5.3567 -4.5012 -4.2411 0.0 0.0 0.0
H -5.8153 -5.1195 -1.8976 0.0 0.0 0.0
H -4.2108 -4.5343 -0.1317 0.0 0.0 0.0
H -1.6555 -2.7185 -3.0970 0.0 0.0 0.0
H -3.2817 -3.3031 -4.8339 0.0 0.0 0.0
H -2.2064 -3.5006 1.2066 0.0 0.0 0.0
H 0.4613 -2.7534 -2.1914 0.0 0.0 0.0
H 2.8551 -3.2784 -2.2499 0.0 0.0 0.0
H 3.9220 -4.4299 -0.3410 0.0 0.0 0.0
H 2.5886 -5.0374 1.6471 0.0 0.0 0.0
H 0.1935 -4.4896 1.7412 0.0 0.0 0.0
```
Forces are in eV/Å.

=====

An isolated molecule of C26H36N4O5 in a non-equilibrium geometry, computed with ωB97M-V/def2-TZVPD.

Calculated values
energy: -43745.091 eV
E_HOMO: -8.67 eV
SMILES: CCc1ccc([C@H](C(=O)NC2CCCC2)N(CCOC)C(=O)CCC(=O)Nc2cc(C)on2)cc1
net charge: 0
gap between HOMO and LUMO: 9.25 eV
relative energy (zero: lowest compared OMol25 entry of this formula, charge and spin): 16.99 kcal/mol
F_max: 1.35 eV/A
LUMO level: 0.585 eV

XYZ file:
```
71
Properties=species:S:1:pos:R:3:forces:R:3
C 5.6337 4.0601 -0.8159 0.2 -0.1 0.0
C 6.2302 2.6516 -0.7691 -0.2 0.2 0.0
C 5.1690 1.6440 -0.4319 0.1 0.0 -0.1
C 4.4248 1.0307 -1.4296 0.0 0.1 0.1
C 3.4124 0.1388 -1.1218 -0.1 -0.1 0.1
C 3.1183 -0.1618 0.2003 0.2 0.0 -0.1
C 2.0299 -1.1378 0.6082 0.2 -0.1 -0.3
C 1.2514 -1.7183 -0.5896 0.0 0.1 0.4
O 1.8181 -2.4376 -1.3897 0.4 -0.2 -0.2
N -0.0474 -1.3982 -0.6746 -0.3 0.0 0.2
C -0.8834 -1.8670 -1.7573 0.2 -0.1 -0.2
C -2.2624 -2.3167 -1.2421 -0.1 -0.1 -0.1
C -3.2720 -1.7440 -2.2347 0.0 0.1 0.1
C -2.6481 -0.4075 -2.6211 0.0 0.0 -0.2
C -1.1707 -0.7547 -2.7934 -0.1 0.0 0.0
N 1.2148 -0.6193 1.6971 0.1 -0.4 0.1
C 1.0042 -1.5164 2.8186 -0.4 -0.3 0.1
C 0.1083 -2.6989 2.4554 0.1 0.1 0.3
O 0.8439 -3.6057 1.6666 0.2 0.3 0.1
C 0.0806 -4.6804 1.1889 0.0 -0.1 0.0
C 0.7155 0.6371 1.8024 0.2 0.3 -0.2
O 0.1800 1.0316 2.8242 -0.1 0.2 0.1
C 0.8327 1.5617 0.5949 -0.4 0.2 0.2
C -0.3510 2.5284 0.6180 0.3 -0.3 0.1
C -1.6626 1.7720 0.5806 0.1 0.7 0.0
O -1.7481 0.5628 0.5534 -0.1 -0.4 -0.1
N -2.7520 2.5901 0.5638 -0.1 0.4 0.0
C -4.0697 2.1872 0.5019 -1.1 -0.2 -0.1
C -4.6154 0.8775 0.5053 -0.5 0.1 0.0
C -5.9597 1.0941 0.4096 0.8 -0.1 0.1
C -7.1140 0.1661 0.3537 0.0 0.3 0.0
O -6.1949 2.4154 0.3546 -0.6 -0.7 0.0
N -5.0203 3.0891 0.4115 1.2 0.6 0.1
C 3.8721 0.4409 1.2028 -0.1 -0.1 -0.1
C 4.8777 1.3346 0.8910 0.0 0.0 0.0
H 6.4008 4.7911 -1.0603 0.0 0.1 0.0
H 4.8502 4.1138 -1.5686 -0.1 0.0 -0.1
H 5.2011 4.3200 0.1479 -0.1 0.1 0.1
H 6.6703 2.4150 -1.7396 0.1 0.0 0.0
H 7.0217 2.6214 -0.0178 0.0 0.0 -0.1
H 4.6409 1.2500 -2.4655 0.0 0.0 -0.1
H 2.8641 -0.3366 -1.9197 -0.1 -0.1 -0.1
H 2.5437 -2.0194 1.0146 -0.2 0.2 -0.1
H -0.4865 -0.7627 -0.0177 0.2 -0.1 0.0
H -0.3347 -2.6898 -2.2239 -0.1 0.1 0.1
H -2.3368 -3.3997 -1.1516 0.0 0.0 0.1
H -2.4277 -1.8733 -0.2590 0.0 0.0 0.1
H -4.2660 -1.6357 -1.8020 -0.1 -0.1 0.0
H -3.3443 -2.3882 -3.1124 -0.1 0.0 -0.1
H -3.0851 0.0194 -3.5228 0.0 0.1 0.0
H -2.7740 0.3025 -1.8035 -0.1 0.1 0.0
H -0.5201 0.1051 -2.6358 0.1 0.0 -0.1
H -0.9897 -1.1339 -3.7991 0.0 0.0 -0.1
H 0.5303 -0.9309 3.6091 0.1 -0.2 -0.1
H 1.9653 -1.9012 3.1725 0.0 0.0 0.0
H -0.7776 -2.3436 1.9091 0.0 0.0 0.0
H -0.2331 -3.1943 3.3784 0.0 0.0 -0.1
H 0.7449 -5.2767 0.5676 -0.1 -0.1 0.0
H -0.7636 -4.3275 0.5850 0.0 0.0 0.0
H -0.3055 -5.2929 2.0141 0.0 0.0 0.0
H 0.8502 1.0025 -0.3377 0.1 0.1 0.0
H 1.7635 2.1261 0.6758 0.0 -0.1 -0.1
H -0.3025 3.2215 -0.2241 0.0 0.0 0.0
H -0.3258 3.1007 1.5482 0.0 0.0 -0.1
H -2.6266 3.5922 0.5942 0.1 -0.1 0.0
H -4.0844 -0.0450 0.5777 0.0 -0.2 0.0
H -6.7760 -0.8526 0.5154 0.0 0.0 0.0
H -7.6018 0.2339 -0.6178 0.0 -0.1 0.0
H -7.8450 0.4335 1.1143 -0.1 -0.1 0.1
H 3.6631 0.2127 2.2382 0.0 0.0 0.1
H 5.4503 1.7928 1.6850 0.1 0.1 0.1
```
Forces are in eV/Å.

=====

A structure of composition C26H36N6ORbS2 in a non-equilibrium geometry, computed with ωB97M-V/def2-TZVPD.

Calculated values
energy: -60859.160 eV
E_HOMO: -2.35 eV
net charge: -1
gap between HOMO and LUMO: 4.46 eV
relative energy (zero: lowest compared OMol25 entry of this formula, charge and spin): 53.81 kcal/mol
F_max: 1.01 eV/A
LUMO level: 2.112 eV

XYZ file:
```
72
Properties=species:S:1:pos:R:3:forces:R:3
Rb -0.6263 -0.6528 0.1026 0.4 -0.6 0.1
C 3.0375 0.1397 -0.9916 -0.1 0.0 0.0
C 3.4183 -0.2328 0.4408 -0.1 -0.1 0.0
N 2.2577 -0.2437 1.3054 0.0 0.3 0.1
C 2.3898 -1.0213 2.5120 0.0 -0.2 -0.1
C 2.4438 -2.5004 2.1674 0.0 0.0 0.0
C 3.3267 -3.3781 2.7849 0.0 0.1 0.0
C 3.3888 -4.6852 2.3283 0.1 -0.1 0.1
C 2.6026 -5.0652 1.2573 -0.1 0.0 -0.1
C 1.7300 -4.1258 0.7084 0.0 -0.1 0.0
C 0.8395 -4.4895 -0.4685 0.1 0.1 0.0
N 0.4404 -3.3672 -1.2861 0.0 0.0 -0.1
C 1.3651 -2.9880 -2.3458 0.0 0.0 0.1
C 2.5073 -2.0841 -1.8933 -0.1 0.0 0.1
N 2.0302 -0.7525 -1.5554 0.0 0.0 -0.1
N 1.6365 -2.8936 1.1842 -0.1 0.1 0.0
H 3.9576 0.1674 -1.5994 0.0 0.0 0.0
H 2.6190 1.1494 -0.9813 0.0 0.0 0.0
H 4.1957 0.4696 0.7807 0.0 0.0 0.0
H 3.8792 -1.2257 0.4480 0.0 0.0 0.0
H 1.9326 0.7064 1.5025 0.0 0.0 0.0
H 1.5122 -0.8278 3.1362 0.0 0.0 0.0
H 3.2767 -0.7749 3.1195 0.0 0.0 0.0
H 3.9664 -3.0301 3.5861 0.0 0.0 0.0
H 4.0700 -5.3928 2.7861 0.0 0.0 0.0
H 2.6651 -6.0619 0.8381 0.0 0.0 0.0
H -0.0694 -4.9496 -0.0689 0.0 0.0 0.0
H 1.3552 -5.2714 -1.0509 0.0 0.0 0.0
H -0.4649 -3.5725 -1.7021 0.0 0.1 0.0
H 0.7802 -2.4601 -3.1052 0.0 0.0 0.0
H 1.7995 -3.8746 -2.8372 0.0 0.0 0.0
H 3.2782 -2.0665 -2.6831 0.0 0.0 0.0
H 2.9773 -2.5192 -1.0102 0.0 0.0 0.0
H 1.6177 -0.3247 -2.3765 0.0 0.0 0.0
C -2.8041 -0.0376 -4.4656 0.1 -0.1 0.0
N -2.2755 -1.3380 -4.0725 -0.1 -0.2 -0.4
C -2.6012 -1.9508 -2.9095 -0.2 0.4 0.7
N -2.9555 -1.1563 -1.8990 -0.1 -1.0 -0.1
S -2.5413 -3.6590 -2.8066 0.0 0.1 -0.1
H -2.0890 0.4704 -5.1102 0.0 0.0 0.0
H -2.9536 0.5826 -3.5900 0.1 0.0 0.0
H -3.7549 -0.1464 -4.9953 0.0 0.0 0.0
H -2.1706 -2.0179 -4.8097 0.1 0.1 0.0
H -2.6231 -0.1089 -1.7557 0.4 0.5 0.1
H -3.1689 -1.6647 -1.0517 -0.2 0.0 -0.1
O 1.1038 2.3463 1.6791 -0.1 0.0 -0.2
S 0.0195 2.7418 0.6817 0.1 0.2 0.4
C -0.3531 4.4435 1.1742 -0.1 -0.1 0.0
C -0.0924 4.8772 2.4666 0.0 0.1 0.0
C -0.4923 6.1476 2.8497 0.0 0.0 0.0
C -1.1597 6.9758 1.9510 0.0 0.0 0.0
C -1.4186 6.5323 0.6628 0.0 0.0 0.0
C -1.0092 5.2622 0.2680 0.0 0.1 0.0
C -1.4551 1.9598 1.1121 0.0 0.0 -0.1
C -2.5863 2.0305 0.0667 0.2 0.1 -0.1
C -3.7612 1.2385 0.6000 0.1 0.0 0.0
C -3.7952 0.6171 1.7906 0.1 -0.1 0.1
C -2.6948 0.6447 2.7334 0.1 0.0 -0.1
C -1.5663 1.3457 2.3629 -0.3 0.3 -0.1
H 0.4238 4.2092 3.1454 0.0 0.0 0.0
H -0.2865 6.4974 3.8546 0.0 0.0 0.0
H -1.4741 7.9660 2.2574 0.0 0.0 0.0
H -1.9415 7.1727 -0.0373 0.0 0.0 0.0
H -1.1968 4.9036 -0.7386 0.0 0.0 0.0
H -2.9100 3.0896 -0.0135 -0.1 0.0 0.1
H -4.6243 1.1759 -0.0589 0.0 0.0 0.0
H -4.6948 0.0692 2.0613 0.0 0.0 0.0
H -2.7724 0.1748 3.7043 0.0 0.0 0.0
H -0.7127 1.3969 3.0335 0.0 0.0 0.0
C -2.1997 1.5353 -1.3652 -0.2 -0.2 0.0
H -3.0899 1.6504 -2.0086 -0.2 0.4 0.2
H -1.4590 2.2219 -1.8000 0.1 -0.1 -0.1
```
Forces are in eV/Å.

=====

A structure of composition C26H37AlN2O4P2 in a non-equilibrium geometry, computed with ωB97M-V/def2-TZVPD.

Calculated values
energy: -63894.353 eV
E_HOMO: -12.44 eV
net charge: +2
gap between HOMO and LUMO: 5.20 eV
relative energy (zero: lowest compared OMol25 entry of this formula, charge and spin): 6.21 kcal/mol
F_max: 3.15 eV/A
LUMO level: -7.246 eV

XYZ file:
```
72
Properties=species:S:1:pos:R:3:forces:R:3
Al 0.2878 0.2253 -0.2139 -2.0 2.1 -1.1
P -1.9067 0.9522 -0.2661 -0.7 -0.2 -0.8
C -2.4461 -0.4174 -1.2158 0.5 -0.7 -0.2
C -1.5019 -1.2303 -1.8666 -0.9 1.4 1.6
N -0.1460 -1.1718 -1.5323 0.0 1.5 1.6
C 0.7248 -2.0164 -2.1048 0.3 -1.9 -1.5
C 0.3261 -2.8671 -3.1338 2.5 0.4 1.4
C -1.0141 -2.9333 -3.5289 -1.6 1.0 0.4
C -1.9233 -2.1318 -2.8532 0.3 -1.8 -1.7
C 2.1703 -2.0695 -1.5505 -0.4 -0.5 -0.3
P 2.1571 -1.9909 0.2759 0.2 0.9 -1.1
H -2.9961 -2.1535 -3.0627 0.5 -0.1 -0.1
H 1.1186 -3.4815 -3.5690 -0.5 0.0 0.0
H -1.3059 -3.5893 -4.3535 0.0 0.2 0.4
H 2.6489 -3.0069 -1.8669 -0.1 0.3 0.0
H 2.7746 -1.2208 -1.9049 0.0 -0.1 0.2
H -2.9333 -4.7263 1.2767 -0.2 -0.1 -0.1
H -3.4945 -0.5877 -1.4389 0.1 0.2 -0.1
H -0.3947 -0.5535 3.9615 0.4 -0.7 0.4
O -2.7280 -4.7143 2.2148 -0.2 0.9 0.3
H -3.2907 -3.9974 2.5734 0.4 -0.7 -0.2
H 1.5806 -0.6151 0.2048 1.1 -2.5 1.4
O -1.0832 0.0997 4.0115 0.0 0.7 -0.9
H -0.7456 0.7590 3.3800 -0.3 0.1 0.5
C 1.4210 -3.4039 1.1623 -0.4 0.5 0.1
H 1.7815 -4.3563 0.7432 0.1 0.4 -0.3
H 1.7131 -3.3817 2.2195 -0.1 0.2 -0.2
H 0.3250 -3.3835 1.0843 0.2 -0.1 0.0
C 3.5679 -1.2515 1.0804 0.1 -0.1 -0.2
H 3.2390 -1.0324 2.0967 0.1 0.0 0.1
H 4.4524 -1.8715 1.0884 0.2 -0.2 0.1
H 3.7704 -0.3119 0.5565 0.1 -0.1 0.1
C -1.8204 2.3573 -1.4072 0.2 0.5 0.0
H -2.8366 2.7159 -1.6125 0.2 -0.1 0.0
H -1.2332 3.1746 -0.9686 -0.2 -0.1 -0.1
H -1.3500 2.0732 -2.3593 -0.1 -0.1 0.3
C -3.0134 1.4234 1.0870 0.1 -0.1 0.8
H -2.7738 2.4505 1.4166 0.0 -0.4 -0.2
H -4.0789 1.3934 0.8069 0.5 -0.1 -0.2
H -2.8520 0.7414 1.9437 -0.2 0.3 -0.4
C -1.9084 4.9102 2.4846 -0.1 0.2 0.2
C -1.2899 5.1502 1.1398 0.0 0.2 -0.5
C -2.0908 5.5534 0.0694 -0.1 -0.2 -0.4
C -1.5438 5.7387 -1.2114 0.1 0.0 0.7
C -0.2042 5.4531 -1.4139 -0.1 -0.3 0.1
C 0.6071 5.0009 -0.3570 -1.0 0.2 0.6
N 1.8980 4.6314 -0.7337 1.3 -0.3 -0.7
C 2.9721 4.0463 -0.0385 -0.2 -0.4 0.4
C 4.1497 4.7704 0.1424 -0.4 0.7 -0.8
C 5.1165 4.3449 1.0115 1.1 -0.4 0.5
C 4.9463 3.1747 1.7624 -0.5 -0.7 0.3
C 3.8075 2.3894 1.5632 0.6 0.5 0.0
C 2.9033 2.7552 0.5603 -0.5 1.5 0.0
C 1.8019 1.8749 0.2729 -1.2 -0.3 0.7
O 1.1563 1.2673 1.2397 0.6 -0.7 -1.5
O 1.4088 1.5550 -0.9195 0.2 -0.6 0.6
C 0.0977 4.9963 0.9702 0.3 -0.3 -1.0
C 1.0018 4.8574 2.1576 0.3 -0.3 0.4
H -1.5847 3.9587 2.9169 0.1 0.1 0.0
H -1.6256 5.7025 3.1847 -0.1 -0.1 0.0
H -3.0004 4.8954 2.4209 0.2 0.1 0.0
H -3.1606 5.7138 0.2328 0.4 0.0 -0.1
H -2.1618 6.0741 -2.0376 0.1 0.0 0.1
H 0.2477 5.5403 -2.4001 -0.2 0.0 0.1
H 2.1801 5.0231 -1.6253 -0.1 0.1 0.3
H 4.2535 5.7147 -0.4150 0.0 -0.4 0.5
H 6.0405 4.9224 1.1445 -0.5 -0.2 -0.1
H 5.6769 2.8442 2.5044 -0.2 0.3 -0.3
H 3.5749 1.5245 2.1845 0.3 0.1 -0.2
H 1.1731 3.7968 2.4163 0.0 0.4 0.1
H 1.9824 5.3265 1.9766 -0.4 -0.2 0.0
H 0.5750 5.3501 3.0423 0.1 -0.2 -0.3
```
Forces are in eV/Å.

=====

Q: What is the energy in the first record?
A: -86506.048 eV